ORCA calculation (ωB97M-V/def2-TZVPD) on C34H28N6STi as an isolated structure.

Structure (XYZ):
```
70
Properties=species:S:1:pos:R:3:lowdin_charge:R:1
Ti 0.41377 -0.62715 0.99507 1.109
C -0.21638 2.66715 2.14349 -0.089
N -0.25585 1.36838 2.80892 -0.063
C -1.54436 0.99174 3.38772 -0.102
C -2.31376 0.15304 2.41446 -0.274
N -1.78960 -0.41690 1.34288 0.092
C -2.90046 -0.81738 0.56594 -0.185
C -3.00011 -1.23606 -0.76272 -0.018
C -4.26102 -1.49166 -1.25902 -0.046
C -5.41467 -1.32529 -0.47738 -0.051
C -5.34107 -0.84672 0.81109 0.008
C -4.06488 -0.57785 1.29360 -0.169
N -3.65062 0.04253 2.46045 0.196
C -0.13171 2.50137 0.66052 -0.289
N -0.05317 1.34103 0.04482 0.080
C -0.08836 1.64754 -1.32897 -0.187
C -0.14329 0.82434 -2.45291 -0.010
C -0.19060 1.43713 -3.68846 -0.044
C -0.19896 2.83341 -3.82122 -0.050
C -0.18521 3.66031 -2.71782 0.012
C -0.13769 3.03123 -1.48002 -0.164
N -0.16674 3.54132 -0.18827 0.202
H -1.10750 3.26128 2.37415 0.140
H 0.63714 3.24806 2.50285 0.144
H 0.44726 1.34764 3.53168 0.112
H -1.39372 0.46631 4.33094 0.132
H -2.14809 1.87182 3.63697 0.138
H -2.13383 -1.34171 -1.39333 0.094
H -4.36643 -1.81708 -2.28413 0.117
H -6.38128 -1.54341 -0.90881 0.119
H -6.22613 -0.66867 1.40502 0.124
H -4.24370 0.44784 3.16671 0.184
H -0.18054 -0.25165 -2.37240 0.093
H -0.23738 0.82700 -4.57950 0.117
H -0.23747 3.26926 -4.80923 0.118
H -0.21925 4.73598 -2.81460 0.124
H -0.23992 4.51128 0.07290 0.184
C 0.68288 -1.30068 3.24064 -0.146
C 1.88850 -0.69664 2.80444 -0.149
C 2.47659 -1.55982 1.86113 -0.094
C 1.61399 -2.65268 1.66878 -0.092
C 0.50360 -2.49175 2.53063 -0.096
H 0.01758 -0.93748 4.00134 0.107
H 2.32850 0.22039 3.16630 0.121
H 3.40582 -1.38868 1.34311 0.136
H 1.76829 -3.46997 0.98620 0.140
H -0.34454 -3.15508 2.59835 0.134
S 3.27885 -0.89300 -2.58471 1.208
C 3.79183 0.49262 -1.67142 -0.422
C 4.85066 1.35823 -1.93458 -0.050
C 5.07570 2.38913 -1.04614 -0.049
C 4.27181 2.55572 0.08746 -0.048
C 3.22199 1.69861 0.34935 -0.018
C 2.97851 0.65869 -0.54724 -0.287
N 1.98356 -0.30828 -0.45106 -0.036
C 2.02921 -1.16105 -1.44575 -0.534
C 1.03370 -2.21912 -1.47742 -0.267
C 1.01573 -3.21077 -2.45812 -0.013
C 0.07770 -4.22406 -2.37816 -0.036
C -0.81708 -4.24572 -1.31376 -0.034
C -0.79246 -3.25348 -0.34168 -0.115
C 0.11330 -2.19818 -0.41735 -0.173
H 5.47931 1.22669 -2.80371 0.124
H 5.89138 3.07549 -1.22425 0.121
H 4.48391 3.36626 0.77100 0.116
H 2.61168 1.82680 1.23495 0.095
H 1.73537 -3.20355 -3.26787 0.113
H 0.05369 -5.00352 -3.12640 0.121
H -1.53964 -5.04795 -1.23846 0.122
H -1.50431 -3.31268 0.47303 0.108
```

Its HOMO energy is -13.8 eV. The HOMO-LUMO gap is 7.4 eV. The calculation puts the LUMO energy at -6.388 eV. The total charge is +2.

=====

ORCA calculation (ωB97M-V/def2-TZVPD) on C34H28N7O3Ti as an isolated structure.

Structure (XYZ):
```
73
Properties=species:S:1:pos:R:3:lowdin_charge:R:1
Ti 0.52551 -0.05494 -0.33279 1.235
C -3.47646 6.06944 -0.16531 -0.041
C -2.90943 4.67684 -0.18338 -0.266
C -3.71901 3.55972 -0.00580 -0.026
C -3.18851 2.28633 0.02573 -0.002
C -1.81825 2.04799 -0.15607 -0.183
N -1.27889 0.76349 -0.17325 -0.055
C -2.16337 -0.31911 -0.00874 -0.261
C -3.15228 -0.63734 -0.94081 -0.019
C -3.95431 -1.74709 -0.77768 -0.016
C -3.78219 -2.62074 0.29790 -0.248
C -4.60603 -3.87074 0.42432 -0.031
C -2.79645 -2.32131 1.22435 0.037
C -2.01649 -1.17978 1.08490 -0.117
N -1.05139 -0.86706 2.08197 -0.046
C -1.14913 -0.99612 3.41798 -0.012
C 0.06753 -0.64075 3.95944 -0.013
C 0.86671 -0.30624 2.86566 -0.081
N 0.17698 -0.44708 1.73784 -0.023
C -1.00562 3.17930 -0.30235 -0.108
C -1.54757 4.45975 -0.30282 0.024
N 0.41013 3.03447 -0.35253 -0.052
C 1.28738 4.01663 -0.64852 -0.021
C 2.49981 3.68883 -0.09085 -0.006
C 2.27937 2.46124 0.53187 -0.114
N 1.02114 2.05878 0.37436 0.005
H -4.48632 6.08679 -0.57263 0.082
H -3.52611 6.44814 0.85773 0.089
H -2.86284 6.75797 -0.74485 0.080
H -4.78673 3.68770 0.12480 0.121
H -3.85187 1.45023 0.19040 0.110
H -3.28012 0.01382 -1.79656 0.140
H -4.71539 -1.96358 -1.51762 0.126
H -5.46287 -3.84330 -0.24610 0.083
H -4.00622 -4.74661 0.16823 0.084
H -4.97093 -4.00539 1.44248 0.087
H -2.61825 -2.98532 2.06302 0.132
H -2.06980 -1.31282 3.87699 0.140
H 0.33637 -0.61610 5.00010 0.111
H 1.89278 0.02263 2.84130 0.123
H -0.89182 5.31830 -0.36425 0.115
H 0.99172 4.87835 -1.22002 0.134
H 3.41736 4.24771 -0.14052 0.114
H 2.99420 1.84067 1.04687 0.119
O 5.28193 -1.70850 1.39137 0.077
C 5.53935 -0.62673 0.64355 -0.258
C 6.83161 -0.10255 0.71174 0.001
C 7.18001 0.99704 -0.04214 -0.057
C 6.25047 1.60640 -0.88626 -0.076
C 4.97068 1.10843 -0.95193 -0.034
C 4.58669 -0.00248 -0.18805 -0.095
C 3.21000 -0.48413 -0.27982 -0.390
O 2.33091 0.21315 -0.96457 -0.142
N 2.85174 -1.59818 0.31390 0.091
N 1.53921 -1.86551 -0.03318 -0.088
C 1.20468 -3.07845 -0.28266 -0.004
C 0.02335 -3.37816 -1.03695 -0.136
C -0.42869 -4.69930 -1.17810 -0.026
C -1.40955 -5.01233 -2.08686 -0.073
C -1.91948 -4.00984 -2.91678 -0.051
C -1.48260 -2.70850 -2.81117 -0.003
C -0.53171 -2.35582 -1.84473 -0.289
O -0.16639 -1.08523 -1.72764 -0.153
H 4.37659 -2.02698 1.19913 0.071
H 7.54577 -0.59160 1.36001 0.125
H 8.18793 1.38597 0.01805 0.113
H 6.53756 2.45654 -1.48973 0.106
H 4.23427 1.56003 -1.60322 0.117
H 1.90767 -3.87257 -0.03962 0.154
H 0.01934 -5.47378 -0.56678 0.121
H -1.75718 -6.03106 -2.18919 0.110
H -2.66734 -4.25987 -3.65861 0.115
H -1.86916 -1.92967 -3.45454 0.128
```

Its HOMO energy is -10.3 eV. The HOMO-LUMO gap is 6.8 eV. The calculation puts the LUMO energy at -3.532 eV. The total charge is +1.

=====

ORCA calculation (ωB97M-V/def2-TZVPD) on C34H29BCoN12O2S as an isolated structure.

Structure (XYZ):
```
80
Properties=species:S:1:pos:R:3:lowdin_charge:R:1
Co 0.55786 0.39333 0.68331 0.666
C 2.94801 1.33268 -2.53832 0.005
C 2.66967 0.58193 -1.41207 -0.092
N 1.59603 1.07629 -0.78257 -0.025
N 1.16432 2.13512 -1.50753 0.070
C 1.96922 2.31152 -2.56300 -0.001
B 0.20021 3.10225 -0.78442 -0.637
N 0.88152 3.31617 0.59366 0.050
C 1.30898 4.45357 1.15373 -0.022
C 1.75635 4.17910 2.42672 -0.004
C 1.56486 2.81591 2.57147 -0.094
N 1.06010 2.27432 1.45106 0.038
N -1.12599 2.34462 -0.46778 0.047
C -2.39648 2.63052 -0.77127 -0.005
C -3.20829 1.65164 -0.22011 -0.001
C -2.33000 0.77355 0.39730 -0.142
N -1.07961 1.22393 0.24999 -0.048
N -0.10626 4.36630 -1.50614 -0.016
C -0.76784 5.46244 -1.01973 -0.101
C -1.02584 6.29429 -2.06878 -0.037
C -0.48786 5.62148 -3.18993 -0.118
N 0.04567 4.46768 -2.85362 0.078
H 3.75315 1.19706 -3.23839 0.119
H 3.21051 -0.26412 -1.01962 0.123
H 1.78427 3.13219 -3.23476 0.120
H 1.25734 5.38143 0.60866 0.135
H 2.15291 4.86939 3.14988 0.118
H 1.76224 2.24990 3.45973 0.102
H -2.63760 3.50684 -1.34998 0.143
H -4.28096 1.58899 -0.27010 0.119
H -2.52902 -0.14995 0.91834 0.118
H -1.02196 5.55141 0.02546 0.128
H -1.52112 7.24955 -2.03968 0.106
H -0.47522 5.93599 -4.22086 0.115
C -4.42070 -5.53580 -2.63508 -0.025
C -3.45053 -4.39495 -2.56108 -0.233
C -3.67465 -3.31593 -1.70354 -0.007
C -2.78361 -2.26252 -1.63547 -0.037
C -1.63685 -2.29535 -2.42300 -0.298
C -1.39754 -3.34853 -3.30207 -0.042
C -2.30714 -4.38693 -3.36257 -0.004
S -0.55186 -0.93778 -2.39744 0.723
O 0.45369 -1.07621 -3.39899 -0.248
O -1.26320 0.27588 -2.22715 -0.233
N 0.33311 -1.13823 -0.82545 0.035
C 1.29343 -2.00762 -0.80960 -0.220
C 1.68355 -3.03638 -1.76200 0.017
C 2.60525 -3.94361 -1.39712 0.019
C 3.31715 -3.92926 -0.12456 0.056
C 3.02298 -3.02719 0.82822 -0.128
C 3.73026 -2.80499 2.09247 0.004
C 3.20415 -1.98770 3.00066 0.022
C 1.84337 -1.42671 2.70028 -0.230
N 1.71635 -1.08049 1.28248 0.092
C 2.03627 -2.01979 0.47766 -0.141
H -5.37430 -5.27984 -2.17809 0.086
H -4.01983 -6.40694 -2.11298 0.098
H -4.59836 -5.82863 -3.66924 0.094
H -4.57449 -3.29384 -1.10201 0.125
H -2.99262 -1.40204 -1.01495 0.095
H -0.54501 -3.32739 -3.96727 0.117
H -2.13998 -5.19762 -4.06064 0.131
H 1.22602 -3.08605 -2.73015 0.090
H 2.86125 -4.73413 -2.09089 0.133
H 4.11795 -4.64464 0.01612 0.140
H 4.67415 -3.30934 2.25472 0.135
H 3.67955 -1.80232 3.95512 0.127
H 1.11050 -2.22942 2.87127 0.185
N -3.50988 0.58994 5.72379 0.226
C -2.46063 0.41487 5.28033 -0.153
C -1.18481 0.18534 4.71023 -0.138
C -0.05704 -0.16413 5.49158 0.013
C 1.12955 -0.35634 4.87800 0.040
C 1.29643 -0.20873 3.40716 -0.264
N 0.05354 0.11736 2.65503 0.057
C -1.05135 0.30002 3.29425 -0.028
H -0.15814 -0.26628 6.56363 0.142
H 2.01287 -0.60009 5.45562 0.134
H 2.02737 0.57932 3.20426 0.126
H -1.92538 0.57362 2.71779 0.114
```

Its HOMO energy is -13.7 eV. The HOMO-LUMO gap is 5.8 eV. The calculation puts the LUMO energy at -7.966 eV. The spin multiplicity is 2. The total charge is +2.